Entry 1:
The following is a quantum chemistry calculation of an isolated molecule of C4H8N2O, from the Open Molecules 2025 dataset.

## Properties
**E_HOMO**: -9.63 eV
**SMILES**: C=NC(=O)NCC
**Frontier orbital gap**: 10.486 eV
**Energy**: -341.95685 hartree
**Charge**: 0
**F_max**: 0.008 Eh/bohr

Geometry (Å):
C (0.0243, -1.8923, -1.3792)
N (0.4660, -1.3686, -0.3182)
C (1.4366, -0.3343, -0.3939)
O (2.5872, -0.5341, -0.7332)
N (0.9719, 0.8704, 0.0463)
C (-0.4275, 1.2303, 0.2505)
C (-1.0994, 0.4738, 1.3953)
H (0.3308, -1.5888, -2.3855)
H (-0.7098, -2.6954, -1.2910)
H (1.6641, 1.6031, 0.0017)
H (-0.4415, 2.3050, 0.4572)
H (-0.9919, 1.0887, -0.6815)
H (-0.8754, -0.5916, 1.3254)
H (-0.7499, 0.8341, 2.3666)
H (-2.1855, 0.5996, 1.3396)

Entry 2:
The following is a quantum chemistry calculation of an isolated molecule of C2H5NO, from the Open Molecules 2025 dataset.

## Properties
**E_HOMO**: -10.04 eV
**SMILES**: C=NCO
**Frontier orbital gap**: 10.994 eV
**Energy**: -209.11998 hartree
**Charge**: 0
**F_max**: 0.103 Eh/bohr

Geometry (Å):
C (1.1977, -1.0630, 0.1213)
N (0.6728, 0.0568, 0.1167)
C (-0.6339, 0.3050, -0.2185)
O (-1.2588, 1.5702, 0.5745)
H (2.2346, -1.2568, 0.2890)
H (0.6853, -2.0755, -0.0134)
H (-1.3680, -0.6097, -0.0756)
H (-0.7668, 0.7344, -1.1267)
H (-0.7628, 2.3384, 0.3327)

Entry 3:
The following is a quantum chemistry calculation of a cluster of 4 separate species, C16H44N4O4 in total, from the Open Molecules 2025 dataset.

## Properties
**E_HOMO**: -9.22 eV
**SMILES**: COC[C@H](C)N.COC[C@H](C)N.COC[C@H](C)N.COC[C@H](C)N
**Frontier orbital gap**: 9.873 eV
**Energy**: -1155.86534 hartree
**Charge**: 0
**F_max**: 0.037 Eh/bohr

Geometry (Å):
C (-2.4217, 0.7797, 1.7756)
O (-3.0057, 0.9219, 0.5107)
C (-2.6075, 2.0408, -0.2686)
C (-1.3923, 1.8284, -1.1819)
C (-1.0272, 3.1513, -1.8882)
N (-1.6842, 0.8652, -2.2615)
H (-1.4010, 1.1777, 1.7792)
H (-2.4016, -0.2464, 2.1509)
H (-3.0272, 1.3134, 2.5236)
H (-3.4939, 2.1706, -0.8959)
H (-2.5455, 2.9463, 0.3443)
H (-0.5431, 1.3980, -0.6437)
H (-0.9071, 3.9706, -1.1790)
H (-1.8298, 3.3094, -2.6063)
H (-0.0583, 3.0293, -2.3677)
H (-2.4985, 1.2759, -2.7307)
H (-2.1409, 0.0162, -1.9239)
C (1.5746, -0.6571, 3.4607)
O (2.1410, -1.3961, 2.3928)
C (1.3772, -2.5123, 2.0209)
C (2.1412, -3.3608, 1.0036)
C (2.3650, -2.6261, -0.3093)
N (1.3764, -4.6018, 0.6991)
H (0.7431, -0.0954, 3.0180)
H (2.2477, 0.0385, 3.9561)
H (1.2300, -1.3588, 4.2269)
H (0.9668, -3.0923, 2.8580)
H (0.4909, -2.1000, 1.5069)
H (3.1327, -3.6784, 1.3425)
H (2.9476, -1.7040, -0.2529)
H (1.4884, -2.2277, -0.8287)
H (2.8447, -3.3889, -0.9262)
H (1.1361, -5.1567, 1.5129)
H (2.0889, -5.1428, 0.2138)
C (-3.9156, -1.9003, -4.5616)
O (-3.6602, -1.6188, -3.2036)
C (-4.2883, -2.5995, -2.3782)
C (-4.0553, -2.2724, -0.9122)
C (-4.2246, -3.5229, -0.0496)
N (-4.9723, -1.1904, -0.5107)
H (-3.4760, -2.8617, -4.8312)
H (-3.3865, -1.1494, -5.1621)
H (-4.9528, -1.6862, -4.8401)
H (-5.3570, -2.5909, -2.6354)
H (-3.9803, -3.6250, -2.6183)
H (-3.0332, -1.8629, -0.9621)
H (-5.1445, -4.0527, -0.2971)
H (-4.2444, -3.2988, 1.0160)
H (-3.3741, -4.1782, -0.2515)
H (-4.9377, -0.5461, -1.2999)
H (-4.4497, -0.7221, 0.2254)
C (2.7926, 2.0647, -0.5051)
O (4.1189, 2.5242, -0.5093)
C (4.8263, 2.2855, 0.6733)
C (4.5624, 3.3904, 1.7185)
C (4.8238, 4.8024, 1.1630)
N (5.4129, 3.3350, 2.9340)
H (2.6466, 0.9892, -0.3617)
H (2.3584, 2.1946, -1.4985)
H (2.1879, 2.6532, 0.1883)
H (4.5635, 1.3487, 1.1794)
H (5.8989, 2.2560, 0.4787)
H (3.5111, 3.4612, 2.0037)
H (4.4639, 4.9609, 0.1392)
H (5.8701, 5.1072, 1.0932)
H (4.2398, 5.5277, 1.7302)
H (6.3544, 3.5338, 2.5953)
H (5.5143, 2.3559, 3.2180)

Entry 4:
The following is a quantum chemistry calculation of a cluster of 3 separate species, C5H13NO3 in total, from the Open Molecules 2025 dataset.

## Properties
**E_HOMO (alpha / beta)**: -6.83 / -6.79 eV
**Frontier orbital gap (alpha / beta)**: 6.989 / 6.898 eV
**Energy**: -478.66451 hartree
**Charge**: 0
**F_max**: 0.009 Eh/bohr

Geometry (Å):
C (0.0294, -0.3687, -2.5497)
C (1.0030, -1.4461, 0.1889)
C (0.3235, -0.2766, -0.4341)
O (1.0068, -1.2692, -2.9369)
O (0.1502, 0.8491, -2.8050)
O (1.0443, 0.8818, -0.4255)
H (1.7855, -0.7393, -3.1635)
H (0.8553, 1.2909, -1.3160)
H (-0.9341, -0.8863, -2.5392)
H (1.4623, -1.2169, 1.1583)
H (1.8020, -1.7842, -0.4771)
H (0.3063, -2.2765, 0.3184)
C (-1.2648, 0.6676, 1.2706)
C (-0.6184, 0.0830, 2.4768)
N (-1.0253, 1.9671, 0.9779)
H (-0.0455, 2.2367, 1.0028)
H (-1.4953, 2.3412, 0.1651)
H (-2.2491, 0.3052, 0.9966)
H (-0.7729, -0.1747, -0.3002)
H (-0.7056, -1.0022, 2.4851)
H (0.4408, 0.3459, 2.5233)
H (-1.0984, 0.4720, 3.3833)